[1]
Molecular formula: C10H12F30LiN5O26S10
Method: DFT, wB97M-V/def2-TZVPD

The geometry in XYZ format:
```
94
Properties=species:S:1:pos:R:3:forces:R:3
O 1.79718 2.91222 4.63210 0.6 -0.4 -0.4
O 1.96251 -5.85560 -1.52770 0.1 0.0 -0.1
F 4.73912 -1.06936 3.02973 0.5 0.0 -0.2
C 1.67397 -1.44149 -1.10670 -1.6 -0.9 1.2
H 1.06448 -2.51252 3.68523 0.0 0.3 0.0
S 2.79578 0.74439 3.26191 -2.3 -2.4 -0.5
S -2.35652 1.44892 5.06721 1.6 -0.6 -1.1
F 2.97331 0.34151 -4.80271 0.0 -0.2 -0.1
O -0.85991 0.05607 0.72875 -0.1 -0.1 -0.7
F -3.48675 -0.31154 3.47618 -0.4 -0.1 0.0
O -1.18377 0.90830 4.43839 -0.9 -0.8 0.7
H -6.85712 2.19841 -1.18773 0.1 -0.1 0.0
O -0.87366 3.04714 1.59857 -0.1 0.1 -0.1
F -4.05041 1.73181 3.04160 0.0 0.0 0.0
C -4.67284 -3.38199 -2.32380 1.1 0.2 -0.4
O -2.08877 2.97150 7.73166 0.0 -0.8 0.4
F 2.97795 3.77607 1.61446 0.7 0.2 -0.4
N 3.94539 1.78422 3.49782 -1.0 2.6 1.1
O 5.77877 5.22304 -4.12545 0.1 0.0 -0.5
F -2.04277 1.71070 -1.40213 0.1 0.1 0.4
C 3.00644 4.37955 2.78554 -1.3 -1.0 0.8
O 6.64675 3.24886 -5.32756 0.6 0.2 -0.4
F -4.32478 -2.24119 -2.96154 0.0 0.1 0.1
F 1.88955 -1.52930 -2.41040 0.3 0.3 -0.2
F 3.95465 5.30317 2.88138 0.6 0.0 -0.5
O -2.38705 2.88580 4.96752 -1.0 -0.1 0.7
S 5.60748 4.22647 -5.15632 -0.2 0.8 -0.3
O -4.41554 2.50454 7.09888 0.2 0.2 0.1
O 0.25224 0.55398 -3.96756 -0.1 -0.4 -0.1
C 3.68035 -0.62713 2.34143 -0.7 0.6 0.9
F 2.83723 -1.66802 2.23846 0.1 0.2 -0.2
H -0.02423 -2.19029 2.67251 0.0 0.1 0.3
H -0.41153 2.22491 1.38507 0.0 0.0 0.2
O 2.76745 2.74240 -3.29513 0.1 -0.6 -0.4
O -3.80866 -4.20282 1.47754 -0.1 -0.3 -0.2
F -2.85716 0.23274 9.53138 0.1 0.1 0.4
H -0.93174 3.04555 2.56266 0.1 -0.1 0.0
F 4.95591 0.69352 -5.53857 0.4 -0.4 -0.1
N -2.23744 -3.76870 -3.57313 -1.9 -1.0 3.2
C -3.80339 0.85711 4.01917 0.6 0.2 0.5
N -2.72475 0.72751 6.55434 0.9 1.8 -1.2
S -3.10160 1.98478 7.44498 -2.2 1.1 1.2
F 0.25430 -2.76166 -4.38073 -0.3 0.4 -0.4
O -0.79393 -5.90116 -3.25338 -0.7 1.1 -0.7
C 0.08538 -3.95828 -4.92271 -0.6 -1.6 0.4
H -3.41228 -3.34622 1.67519 0.1 0.0 -0.1
O 0.00534 -2.55566 0.72568 -0.2 0.6 -0.4
F 1.59984 -0.20982 -0.68773 0.4 0.5 -0.3
F 5.42098 4.48670 -7.82751 0.0 0.2 0.3
O 1.76269 1.13359 2.31019 1.0 -0.3 0.7
C -3.61700 1.28324 9.17468 1.0 -0.6 -1.7
O 0.11439 -2.39087 3.60838 -0.1 -0.3 0.0
F 2.58524 -2.11972 -0.43507 0.5 0.0 -0.3
O -2.68252 -4.52486 -0.99633 0.2 0.4 -1.3
S -1.40176 -4.95135 -4.17584 2.1 -1.5 -2.2
O -3.67272 -5.84440 -2.82813 0.0 0.8 0.1
F 4.57322 6.13923 -6.72432 0.4 0.4 0.0
H -3.46715 -4.42583 0.59219 -0.1 0.3 0.7
H 1.44196 -6.62947 -1.75970 -0.1 0.1 0.0
S 3.15709 3.09668 4.20128 0.7 0.7 -0.4
F -4.88508 0.86168 9.18078 -0.1 0.1 0.1
F -3.49119 2.24754 10.08002 0.0 0.1 0.3
S 4.09240 2.60267 -3.82783 -1.5 1.3 -0.6
O 5.17212 2.73356 -2.88066 -0.1 -0.3 -1.1
F -0.12620 -3.91237 -6.23813 0.0 0.9 -0.1
O -2.07175 -5.47046 -5.35493 0.6 0.0 0.7
C 5.58999 5.27856 -6.73362 -0.5 -1.8 -0.1
S 0.05200 -2.35215 -0.68791 0.6 -1.3 -1.3
F -3.63531 0.31894 -1.75100 -0.3 0.0 -0.2
F -3.55749 1.36116 0.14627 0.4 0.0 -0.1
F -5.70342 -3.90324 -2.97624 -0.1 0.0 0.3
F 6.76097 5.89477 -6.91949 -0.2 0.4 0.3
O -6.21336 2.33091 -1.89019 -0.1 0.2 0.0
H 1.19626 0.38792 -4.12190 -0.5 0.2 0.2
F 4.64650 0.08505 -3.45657 0.2 -0.6 -0.2
O 0.16108 -3.59130 -1.44499 -0.4 1.4 -0.4
F 1.20644 -4.64386 -4.75278 0.2 -0.2 0.3
O 2.39272 0.06825 4.48049 0.3 0.2 -0.7
N 4.13550 3.59697 -5.25518 1.2 -1.4 2.5
O -2.73929 -1.48934 0.61260 0.0 0.3 -1.2
S -3.18779 -4.57396 -2.34255 -0.2 0.2 -0.5
F 1.83966 5.02678 2.91036 0.0 0.1 0.2
N -1.15717 -1.32409 -1.37549 1.7 -1.7 0.4
O 4.02450 3.79394 5.11624 0.5 -0.4 -0.1
H -5.53294 2.88614 -1.49204 0.0 -0.1 0.0
S -1.80686 -0.64310 -0.09920 -1.2 2.4 3.3
F -4.96958 -3.08243 -1.08432 -0.4 -0.2 -0.1
C 4.18873 0.79221 -4.47260 -0.3 1.9 0.6
F 4.03587 -0.23594 1.12715 0.4 -0.2 -0.2
F -4.91219 0.74759 4.75615 -0.1 -0.3 -0.2
Li -1.88927 -1.92900 -3.08812 0.2 0.2 0.1
H 1.34598 -5.11545 -1.65371 0.1 -0.1 0.2
H 0.08975 0.24788 -3.06696 0.1 0.2 0.0
C -2.81078 0.81878 -0.79784 0.2 -1.5 -0.6
```
Positions in Å, forces in eV/Å.

The spin multiplicity is 1. For the LUMO energy, the calculation gives 5.98 eV. The total charge is -4. The value obtained for the strongest force on any atom is 4.227 eV/A.

***

[2]
Molecular formula: C10H12FN
Method: DFT, wB97M-V/def2-TZVPD

The geometry in XYZ format:
```
24
Properties=species:S:1:pos:R:3:forces:R:3
H -1.88347 -2.97915 0.87643 0.0 -0.1 0.1
C -0.61733 -0.04133 -0.29120 -0.3 -0.1 0.2
C -3.04735 -0.01798 -0.27826 -0.1 -0.1 -0.1
H 2.71227 0.31258 -0.71935 0.1 -0.2 0.1
H -4.01819 -1.78728 0.44364 -0.1 -0.1 0.0
C -3.07327 -1.30577 0.24445 -0.1 -0.1 0.0
H 0.03644 2.64383 -0.67019 0.0 0.1 0.0
H -3.97754 0.50054 -0.45976 -0.1 0.0 -0.1
C 0.60796 0.60937 -0.46386 1.8 -2.3 0.4
H 0.64049 1.90006 -2.14680 0.0 0.1 -0.1
H 2.59316 1.59599 1.26241 0.0 0.0 0.0
C -1.87690 -1.96937 0.49582 -0.1 0.0 0.0
H 0.24648 -1.87363 0.46205 0.0 -0.1 0.0
C 2.28520 0.55994 1.38172 0.2 -0.4 -0.1
C -1.85434 0.59729 -0.57135 0.2 0.0 0.1
C -0.67493 -1.35306 0.24742 0.1 0.1 -0.1
H 1.40658 0.52205 2.02125 -0.1 0.0 0.0
H 3.08718 0.00426 1.86046 0.2 0.1 0.2
H 1.76682 2.35396 -0.86320 0.1 0.1 0.0
N 2.46529 -1.50553 0.19633 -1.3 0.8 -0.8
H -1.85964 1.58967 -0.99327 0.0 0.1 0.0
C 1.99231 -0.08956 0.01461 -0.2 1.2 -0.3
C 0.77772 1.94918 -1.06319 -0.1 0.0 0.0
F 2.26508 -2.21605 -0.98616 -0.1 0.6 0.4
```
Positions in Å, forces in eV/Å.

The spin multiplicity is 1. For the LUMO energy (alpha / beta), the calculation gives -0.57 / -0.43 eV. The total charge is 0. The value obtained for the strongest force on any atom is 2.964 eV/A.

***

[3]
Molecular formula: C10H12FNO2S
Method: DFT, wB97M-V/def2-TZVPD

The geometry in XYZ format:
```
27
Properties=species:S:1:pos:R:3:forces:R:3
C -0.56974 -0.30687 -0.19004 -10.2 -4.0 1.6
O -4.22460 1.21962 0.00432 -1.5 0.1 -0.7
C 2.57903 1.46055 -0.86336 0.9 1.4 -1.3
H -3.90050 -1.38514 -1.08204 -1.3 0.3 0.2
O -2.05849 1.81758 0.89810 0.3 -0.9 0.7
H 4.39234 -1.45285 0.85452 0.6 -1.6 0.8
N -2.24131 -0.12837 -0.60214 4.6 0.4 0.9
C 2.48049 -0.69191 0.16223 3.1 -4.3 2.0
H -2.36227 -2.14651 -0.76678 -0.3 -0.5 -0.2
H -2.71518 -1.13557 1.87633 2.3 -2.3 0.4
C -3.45573 -0.45101 1.85473 -3.3 3.2 -0.3
H -3.57537 0.11784 2.80191 0.3 -0.4 -0.6
H 1.99266 -1.67372 0.21967 0.1 0.5 0.4
H 2.14714 2.27167 -1.50928 0.2 -1.0 0.9
F -0.47818 -0.97610 0.94497 0.4 0.2 0.3
C -2.86138 -1.29665 -1.23012 2.0 -0.2 1.7
C 0.40164 0.30278 -0.81308 9.1 4.0 -2.2
H 5.61786 0.62432 0.31113 -0.6 -0.3 0.2
H 4.56051 2.49009 -0.85864 -1.9 -2.6 1.0
C 3.87377 -0.65059 0.45823 -3.2 0.8 -0.7
S -2.98644 0.78462 0.53040 -0.1 -0.6 0.5
H -4.49038 -0.89519 1.62716 1.7 0.7 -0.1
C 3.89353 1.52556 -0.51561 0.9 3.6 -1.7
H 0.21560 1.05094 -1.54958 -0.8 0.5 -0.1
C 4.53370 0.49630 0.16735 2.3 0.8 -0.1
H -2.60001 -1.27384 -2.24507 0.0 -0.1 -1.5
C 1.83131 0.30246 -0.48526 -5.5 2.2 -2.2
```
Positions in Å, forces in eV/Å.

The spin multiplicity is 3. For the LUMO energy (alpha / beta), the calculation gives 0.76 / -3.07 eV. The total charge is 0. The value obtained for the strongest force on any atom is 11.087 eV/A.

***

[4]
Molecular formula: C10H12IN2O2
Method: DFT, wB97M-V/def2-TZVPD

The geometry in XYZ format:
```
27
Properties=species:S:1:pos:R:3:forces:R:3
H 1.91194 1.63887 -0.63369 -0.1 -0.3 0.5
I -0.09258 -1.69183 3.17956 0.9 1.2 -0.9
C -4.17525 -0.90169 -0.86699 0.0 -0.3 -0.4
H 6.25025 -1.27498 0.90296 0.0 2.0 0.5
N 1.77475 1.11981 0.23659 0.1 -2.2 4.6
H -3.26559 0.77803 -2.97511 0.1 0.0 0.1
H 4.16982 2.68836 0.84711 0.0 -1.1 0.8
C 0.68969 0.23815 0.62962 1.2 -1.0 2.7
C 1.01646 -0.29266 1.98681 -0.5 1.3 -2.8
H -5.06407 -0.87247 -2.87517 0.1 0.0 0.0
H -4.77952 -0.03163 -0.60074 0.0 -0.1 0.1
N 2.25653 0.29569 2.39965 -2.2 1.1 -4.9
C -4.13303 -1.12448 -2.36721 -0.4 -0.3 -0.2
C 5.90947 -0.22794 1.14915 -2.0 0.1 -0.1
C -2.73194 -0.61236 -0.54948 -0.4 0.1 0.6
C 2.64413 1.11009 1.31305 1.5 0.1 1.9
H -0.22419 0.01600 -0.00120 1.4 0.4 1.0
H -3.90939 -2.17454 -2.57564 0.0 0.1 0.0
O -2.05662 -0.28290 -1.68114 0.1 -0.1 0.6
H 4.12537 2.22913 2.61913 -0.4 -0.6 -1.4
H -2.47296 -0.64541 -3.68210 0.2 0.1 0.2
C -2.96852 -0.25792 -2.79174 -0.2 0.1 -0.7
C 4.03361 1.81825 1.55813 1.0 -0.8 -0.9
H 2.80580 0.16875 3.26036 -0.5 0.0 -0.7
C 5.14949 0.71608 1.34743 -0.2 -0.1 -0.2
H -4.52282 -1.78765 -0.33775 0.0 0.3 0.3
O -2.23168 -0.62745 0.54678 0.4 0.1 -0.6
```
Positions in Å, forces in eV/Å.

The spin multiplicity is 1. For the LUMO energy, the calculation gives -3.17 eV. The total charge is +1. The value obtained for the strongest force on any atom is 5.479 eV/A.

***

[5]
Molecular formula: C10H12INO3
Method: DFT, wB97M-V/def2-TZVPD

The geometry in XYZ format:
```
27
Properties=species:S:1:pos:R:3:forces:R:3
H -2.65006 -1.48602 1.45344 2.8 0.6 -0.9
C 1.64639 1.64045 -1.18644 1.1 0.2 -1.1
C 0.96194 -2.07699 -0.04061 -0.6 2.7 0.5
H -0.75991 1.13743 -0.92588 -0.3 -0.1 -0.1
H 1.44335 0.86003 1.71270 2.0 -1.4 -1.5
C -1.58195 2.57049 0.39953 0.1 0.8 0.1
O 2.86190 1.84621 -1.26468 -1.4 0.5 -0.6
I 3.83721 -0.21906 0.30204 -0.9 -0.3 1.2
H -0.72964 0.21849 1.91313 0.3 0.3 0.0
O 1.00369 0.71226 -1.99731 2.5 -1.0 -2.1
H 0.96681 3.23719 0.15546 0.3 -0.2 0.1
N -0.57484 1.95880 -0.37768 1.1 -0.6 -1.2
C -1.35043 -2.57103 0.08015 -1.4 2.1 1.8
C 0.78172 -0.84068 0.69302 -0.2 -1.5 -0.2
O -2.46530 -3.32376 -0.15547 0.8 -0.3 -0.6
C -1.54832 -1.47820 0.98910 -2.1 -1.2 -0.3
H -2.39988 1.78614 0.44139 0.5 1.8 0.4
C 1.85350 0.03742 0.96840 -1.4 1.6 1.5
C -0.52640 -0.57851 1.21429 -0.3 -0.8 0.3
H -2.16987 -3.96280 -0.81699 -0.5 -0.3 0.0
C -0.12295 -2.80855 -0.47080 0.5 -0.9 0.1
H -0.08482 -3.68038 -1.11009 0.6 -0.1 -0.2
C 0.70883 2.34382 -0.39405 -0.3 0.0 0.3
H -1.07280 2.85819 1.31950 -0.6 -0.7 0.9
H 1.70970 0.34311 -2.69761 -2.1 1.3 2.6
H 2.00087 -2.14818 -0.23593 0.6 -1.2 -0.9
H -1.73876 3.62413 0.03139 -1.1 -1.2 -0.3
```
Positions in Å, forces in eV/Å.

The spin multiplicity is 1. For the LUMO energy (alpha / beta), the calculation gives 0.02 / -0.44 eV. The total charge is 0. The value obtained for the strongest force on any atom is 3.572 eV/A.

***

[6]
Molecular formula: C10H12N
Method: DFT, wB97M-V/def2-TZVPD

The geometry in XYZ format:
```
23
Properties=species:S:1:pos:R:3:forces:R:3
H 0.61125 1.24745 -1.32162 0.0 0.8 -0.4
C -1.74949 0.58391 1.34339 0.3 1.3 1.9
C -0.05110 -1.25317 -1.55765 -0.7 -0.1 1.8
N 0.59735 0.24675 0.45239 0.5 1.0 -1.7
C 1.04814 1.46486 -0.36011 0.2 1.1 0.2
C 1.87531 -0.17112 1.06132 -2.0 -4.3 2.2
H 1.70823 -1.19116 1.60828 0.4 2.2 -0.7
H -3.55876 0.66681 0.07847 2.2 -1.5 0.4
C 0.01311 -0.86636 -0.25231 -2.0 -1.2 1.1
H -2.93759 -3.06179 -0.97909 0.9 0.4 -0.5
H -2.21566 1.19882 2.20989 0.2 -1.3 -1.8
H 0.74185 -0.94336 -2.14876 1.4 0.2 -1.8
C -2.58700 -0.01240 0.30479 -3.6 2.8 -0.2
C -2.53245 -1.10523 -0.36960 3.5 -2.0 -0.3
H 0.01308 1.31399 2.14001 1.2 1.4 2.1
H 2.67203 -0.26895 0.41108 1.0 -0.7 -2.2
H 2.16810 1.60649 -0.40610 -1.3 -0.6 -0.1
H -0.81447 -2.93192 -2.60869 0.3 -1.9 -2.1
C -2.20492 -2.23161 -1.08999 -0.5 0.6 -0.3
H 2.19677 0.62235 1.61431 0.5 1.9 2.4
H 0.66127 2.36506 0.16374 0.0 -0.5 -0.8
C -0.43230 0.73459 1.43510 -0.8 -2.0 -2.3
C -1.00480 -2.23293 -1.89757 -1.8 2.3 2.9
```
Positions in Å, forces in eV/Å.

The spin multiplicity is 1. For the LUMO energy (alpha / beta), the calculation gives -4.67 / -4.68 eV. The total charge is +1. The value obtained for the strongest force on any atom is 5.266 eV/A.

***

[7]
Molecular formula: C10H12N2OS
Method: DFT, wB97M-V/def2-TZVPD

The geometry in XYZ format:
```
26
Properties=species:S:1:pos:R:3:forces:R:3
H -2.41650 1.84923 -1.31968 -3.8 -0.7 0.4
C 3.16702 0.90664 -0.48585 -1.1 -0.7 -0.2
C 0.08068 0.18954 1.06392 -1.6 0.3 0.0
H -0.80901 2.21676 1.44700 1.6 -0.9 -0.5
C -1.02866 -0.71428 1.48301 0.1 -1.0 2.3
C -3.24529 0.45890 -0.28054 1.8 -0.6 0.0
H -1.84314 -0.11015 2.05744 1.5 -1.1 -1.2
H -1.45048 0.00032 -1.44122 -0.3 -0.3 0.1
H 3.26685 -2.47632 -0.84790 0.5 -0.5 -0.5
N 1.26965 -0.17840 0.43959 -2.5 -3.6 0.8
C -2.30604 -0.52846 -0.98963 -1.9 -2.0 -1.0
C 2.89773 -1.50333 -0.64570 -1.7 0.6 1.6
H 3.66637 1.81651 -0.68258 0.4 0.8 0.0
C 1.71105 -1.46550 0.06946 1.4 0.8 -0.3
O -3.42943 1.53865 -1.14157 3.6 2.0 -0.7
S -1.77433 -1.85095 0.16454 0.5 1.4 0.7
H 1.16171 -2.33581 0.47190 0.3 0.8 -0.6
H 4.67813 -0.31815 -1.27536 -1.2 -0.2 0.0
H -2.92963 -1.10982 -1.81243 1.5 1.3 1.4
C 0.05658 1.56827 1.09424 0.4 -0.1 -0.8
C 1.88367 0.93276 0.12508 1.5 3.8 -0.4
H -0.57711 -1.37809 2.31622 -1.0 0.4 -1.4
H -2.66906 0.71535 0.63646 -1.1 0.4 -0.4
N 1.21540 2.02904 0.49150 -0.6 0.2 0.4
H -4.20611 0.03235 -0.04600 -0.2 -0.2 0.2
C 3.62993 -0.28506 -0.89189 1.6 -0.9 -0.2
```
Positions in Å, forces in eV/Å.

The spin multiplicity is 1. For the LUMO energy, the calculation gives 0.50 eV. The total charge is 0. The value obtained for the strongest force on any atom is 4.467 eV/A. Its structure (SMILES) is OCCSCc1cnc2ccccn12.

***

[8]
Molecular formula: C10H12N3P
Method: DFT, wB97M-V/def2-TZVPD

The geometry in XYZ format:
```
26
Properties=species:S:1:pos:R:3:forces:R:3
C -0.79989 0.14848 -0.07051 -0.5 -3.5 0.1
C 1.71981 0.05437 -0.10825 1.5 0.3 1.9
H 5.35516 -1.00406 0.15431 1.9 -1.4 0.0
P -1.45688 -1.69212 -0.06811 0.1 3.2 0.5
H 1.18889 -2.04319 -0.30905 0.5 0.2 -0.2
C -4.27135 -1.63828 -0.17229 -4.5 1.2 -1.9
H -1.16686 2.83693 0.57469 0.3 0.4 0.2
H -2.16826 2.86126 -0.95275 0.4 -0.2 1.3
N -3.09369 -0.97717 0.06183 4.9 1.2 -0.5
C 2.80526 0.92795 0.25233 -2.3 1.3 -1.5
C 3.31379 -1.71928 -0.21610 1.6 1.3 0.3
C 4.34504 -0.80444 0.11522 -1.3 -1.9 -0.8
H -5.18329 -1.00896 0.27563 2.0 -1.4 -0.9
N 0.47604 0.66859 -0.02467 0.3 1.6 0.4
C -1.93783 0.92795 -0.04716 -1.2 0.5 0.1
H 2.59340 2.04197 0.23760 0.2 -1.4 0.5
H 0.65005 1.66063 0.34167 -1.2 -2.0 -0.9
C 2.01241 -1.32517 -0.20548 -2.1 1.2 -0.4
C -2.03248 2.43062 0.08974 -1.2 -0.2 -1.7
C 4.08733 0.49023 0.36132 -0.3 1.7 1.2
H -4.26843 -2.60794 0.23542 0.0 -1.2 0.4
H 3.50781 -2.69894 -0.55135 0.5 -1.1 0.1
H -4.43138 -1.66260 -1.30503 -0.2 -0.3 1.4
H -2.96879 2.66223 0.64092 0.8 0.0 -0.2
N -3.12212 0.31458 -0.10581 -0.3 0.8 1.2
H 4.84627 1.15636 0.79588 -0.2 -0.3 -0.7
```
Positions in Å, forces in eV/Å.

The spin multiplicity is 1. For the LUMO energy, the calculation gives 0.33 eV. The total charge is 0. The value obtained for the strongest force on any atom is 5.107 eV/A. Its structure (SMILES) is Cc1nn(C)pc1Nc1ccccc1.